The following is a DFT calculation (wB97M-V/def2-TZVPD) of 6 unconnected molecules or ions with the total composition C34H86N6O11 in a non-equilibrium geometry.

Results
Multiplicity: 1
HOMO energy: -0.30895 hartree
Largest force on an atom: 3.90 eV/Å
Energy above the lowest of the compared OMol25 structures with the same formula, charge and spin: 129.9 kcal per mole
SMILES string: COC[C@H](C)N.COCCNCCOC.COCCNCCOC.COCCNCCOC.COCCNCCOC.COCCNCCOC
Frontier orbital gap: 8.9 eV
Energy: -68102.1169 eV

Structure (XYZ):
```
137
Properties=species:S:1:pos:R:3:forces:R:3
C -19.390 24.826 8.511 -1.26 -0.26 -0.06
O -18.591 24.751 7.341 -2.25 0.13 0.79
C -17.598 23.813 7.590 2.78 1.90 -1.61
C -16.845 23.746 6.212 0.15 0.41 -1.00
N -15.718 22.840 6.159 0.29 -1.21 -0.41
C -15.139 22.376 4.826 0.15 1.36 2.17
C -14.506 23.510 4.033 -0.28 -0.50 -0.44
O -15.481 24.134 3.193 1.03 0.55 0.80
C -15.599 23.444 2.024 -1.40 -0.50 -2.43
H -20.210 24.108 8.474 -0.11 -0.46 -0.32
H -19.931 25.765 8.625 0.64 0.36 -0.18
H -18.872 24.542 9.427 0.48 0.51 0.03
H -17.875 22.920 8.150 -0.31 -0.44 -0.67
H -16.959 24.423 8.228 0.87 -0.81 0.61
H -16.441 24.708 5.897 -0.06 0.70 0.99
H -17.522 23.671 5.361 -0.84 -0.97 0.11
H -16.000 22.098 6.784 0.60 -0.84 -0.46
H -15.767 21.843 4.112 -0.66 0.01 0.30
H -14.309 21.700 5.033 -0.17 -0.13 0.51
H -13.787 22.961 3.425 0.27 0.31 -0.52
H -13.934 24.290 4.535 -0.41 -0.15 0.55
H -16.058 22.460 2.119 -0.02 -0.34 0.31
H -14.736 23.305 1.372 0.93 0.10 0.62
H -16.254 23.971 1.330 -0.41 0.35 0.33
C -11.476 21.918 8.103 -1.63 0.59 0.21
O -11.802 20.841 9.009 1.20 0.32 -1.93
C -11.102 19.661 8.502 -0.68 0.13 1.73
C -11.277 18.625 9.635 0.56 -1.02 -0.66
N -12.558 17.897 9.690 -0.80 1.49 0.68
C -12.891 16.909 8.656 0.80 2.07 -0.21
C -14.384 16.598 8.688 -0.62 -0.44 0.14
O -15.252 17.750 8.636 1.86 0.60 0.24
C -16.611 17.436 8.744 0.55 -0.36 0.40
H -10.434 22.109 7.847 0.33 -0.57 0.48
H -11.891 22.852 8.484 0.14 -0.09 0.56
H -12.020 21.836 7.162 0.01 -0.56 -0.30
H -10.075 20.011 8.398 0.27 -0.63 -0.25
H -11.524 19.294 7.567 0.01 0.28 -0.26
H -11.078 19.224 10.524 -0.53 -0.29 0.36
H -10.534 17.827 9.655 0.55 0.22 -0.40
H -13.212 18.622 9.433 -0.69 0.36 0.81
H -12.174 16.094 8.758 -0.65 -0.56 -0.19
H -12.677 17.460 7.740 -0.06 -0.70 -0.91
H -14.628 16.042 9.593 0.02 -0.09 0.26
H -14.643 15.967 7.838 0.13 -0.22 -0.21
H -17.189 18.316 9.028 0.15 0.25 -0.64
H -16.752 16.773 9.598 -0.19 -0.59 -0.10
H -16.881 16.981 7.791 -0.82 -0.11 0.10
C -21.919 17.635 13.614 0.41 -0.73 0.22
O -21.212 18.163 12.520 0.25 0.06 0.53
C -21.945 18.114 11.322 0.60 0.54 -0.34
C -20.907 18.397 10.177 -0.76 -0.79 2.52
N -21.539 18.127 8.959 -0.58 -0.97 -1.60
C -20.631 18.134 7.789 -2.67 2.80 -0.47
C -21.536 17.997 6.483 2.93 -2.38 -0.47
O -20.670 17.829 5.289 0.09 1.26 0.61
C -19.908 16.665 5.134 -1.96 -1.99 0.45
H -21.498 17.877 14.589 0.20 0.96 -0.25
H -21.750 16.558 13.632 -0.77 -0.44 -0.36
H -22.969 17.926 13.575 -0.14 -0.21 0.14
H -22.785 18.802 11.420 0.08 0.99 -0.42
H -22.529 17.212 11.137 0.77 -0.89 0.05
H -20.099 17.683 10.337 0.14 0.00 0.07
H -20.503 19.400 10.313 0.16 0.32 -0.10
H -22.248 18.840 8.857 -0.21 -0.01 -0.56
H -19.824 17.410 7.901 -0.23 0.08 -0.27
H -20.330 19.181 7.781 1.45 -0.11 -0.44
H -22.216 18.762 6.107 0.19 0.31 0.99
H -22.056 17.064 6.701 -0.56 -0.14 -0.51
H -19.282 16.588 4.245 0.21 0.98 0.23
H -20.645 15.879 4.968 -0.33 -0.56 -0.45
H -19.445 16.205 6.007 0.79 0.93 0.37
C -18.343 20.473 4.491 -0.12 -0.27 -0.57
O -17.709 19.607 5.408 1.69 -1.06 -1.26
C -16.856 18.553 4.775 0.78 0.97 2.37
C -15.341 18.920 4.875 -1.19 -0.08 0.41
N -14.496 17.710 4.825 -0.48 0.79 -0.13
C -14.755 16.845 3.695 0.20 0.42 0.08
C -13.699 15.779 3.659 0.53 -0.82 -0.04
O -12.381 16.271 3.457 0.55 0.75 -0.35
C -12.135 16.524 2.068 -0.02 0.08 0.60
H -17.784 20.723 3.589 0.67 -0.29 -0.11
H -18.515 21.456 4.931 -0.39 -0.28 0.43
H -19.234 19.960 4.130 -0.51 0.41 0.12
H -17.138 18.224 3.774 -0.49 0.27 0.09
H -16.848 17.757 5.519 -0.87 -0.52 -0.35
H -15.218 19.296 5.891 -0.01 0.35 -0.05
H -15.181 19.740 4.176 0.74 -0.18 -0.42
H -13.534 18.001 4.724 0.26 0.08 0.30
H -14.704 17.429 2.776 -0.29 -0.04 -0.54
H -15.753 16.420 3.799 0.06 -0.24 -0.16
H -13.902 15.044 2.880 -0.28 -0.17 -0.11
H -13.633 15.253 4.612 -0.28 0.04 0.09
H -11.161 16.954 1.835 0.31 -0.15 0.85
H -12.820 17.303 1.735 -0.42 -0.47 -0.58
H -12.163 15.550 1.578 -0.48 0.22 -0.61
C -18.325 10.898 4.073 -0.43 0.02 0.72
O -18.959 10.361 2.968 0.29 -0.24 -0.84
C -18.353 9.183 2.462 -1.97 -0.39 -0.50
C -18.048 9.400 1.017 1.36 0.23 -0.15
N -16.916 10.285 0.848 1.26 1.32 -0.16
C -17.118 11.504 0.040 1.49 0.47 -0.21
C -16.013 12.669 0.369 -2.91 -1.39 0.71
O -16.386 13.178 1.684 0.12 1.13 -0.24
C -17.416 14.209 1.787 0.72 -0.11 -0.66
H -17.266 11.116 3.937 0.11 0.27 -0.23
H -18.409 10.172 4.881 0.06 0.18 0.56
H -18.913 11.791 4.284 0.42 0.12 0.43
H -19.163 8.457 2.380 -0.09 -0.48 0.61
H -17.582 8.754 3.101 0.33 0.33 -0.11
H -18.925 9.867 0.569 -0.30 -0.48 -0.24
H -17.759 8.434 0.603 -0.60 -0.13 -0.47
H -16.694 10.640 1.767 0.28 0.11 0.09
H -18.161 11.787 0.181 -0.03 1.03 0.19
H -17.038 11.360 -1.038 0.19 -0.67 -0.14
H -15.956 13.375 -0.459 -0.78 0.65 0.23
H -14.982 12.316 0.377 -0.21 -0.58 0.72
H -17.310 14.821 2.683 0.59 -0.51 0.40
H -18.446 13.854 1.820 0.06 -0.60 -0.25
H -17.336 14.954 0.995 0.05 -0.21 -0.46
C -16.316 17.120 -1.639 -0.53 -0.08 1.23
C -17.077 18.390 -1.298 -0.40 -2.06 -0.68
C -17.875 18.254 0.018 3.15 -0.17 -0.74
O -18.663 17.102 -0.029 -2.10 0.88 0.77
C -19.473 17.074 1.145 0.09 -0.97 1.07
N -16.234 19.554 -1.322 -0.72 0.91 0.23
H -15.712 17.308 -2.526 0.01 -0.50 0.05
H -17.099 16.368 -1.740 0.31 -0.26 -0.66
H -15.752 16.776 -0.772 0.64 0.12 -0.13
H -17.750 18.398 -2.155 -0.88 0.48 0.10
H -18.207 19.249 0.314 -1.35 -0.17 -0.05
H -17.139 17.989 0.777 0.60 0.49 0.36
H -19.004 17.465 2.048 0.79 0.63 -0.19
H -19.604 16.048 1.490 -0.39 -0.32 -0.71
H -20.438 17.582 1.147 -0.06 0.04 -0.85
H -15.821 19.618 -2.242 0.59 -0.33 -0.16
H -16.980 20.223 -1.450 0.26 1.32 0.48
```
Positions in Å, forces in eV/Å.